A structure of composition C47H52N9O5S3SeTi, computed with ωB97M-V with the def2-TZVPD basis set.

E_HOMO (alpha / beta) = -11.68 / -12.04 eV
frontier orbital gap (alpha / beta) = 7.51 / 7.87 eV
charge = +2
spin multiplicity = 2
energy above the lowest of the compared OMol25 structures with the same formula, charge and spin = 36.9 kcal/mol
<S²> = 0.753

CARTESIAN COORDINATES (ANGSTROEM)
1 Ti 1.715 0.142 -0.790
2 C 4.024 3.709 1.525
3 N 3.430 4.138 0.270
4 C 3.732 5.498 -0.161
5 C 2.762 3.220 -0.415
6 O 2.448 2.149 0.057
7 C 2.290 3.602 -1.892
8 O 1.651 2.529 -2.472
9 C 2.331 2.024 -3.585
10 C 3.536 1.085 -3.175
11 O 3.534 0.556 -2.016
12 N 4.479 0.824 -3.994
13 C 4.654 1.316 -5.348
14 C 5.632 -0.025 -3.547
15 H 4.765 4.389 1.913
16 H 4.433 2.703 1.357
17 H 3.267 3.612 2.296
18 H 3.455 6.218 0.601
19 H 3.197 5.743 -1.077
20 H 4.788 5.609 -0.318
21 H 3.173 3.976 -2.445
22 H 1.669 4.452 -1.869
23 H 2.680 2.842 -4.261
24 H 1.642 1.433 -4.166
25 H 3.730 1.684 -5.726
26 H 5.044 0.630 -6.071
27 H 5.334 2.127 -5.331
28 H 6.106 0.332 -2.648
29 H 6.355 -0.004 -4.373
30 H 5.318 -1.083 -3.474
31 C 1.339 -3.220 -5.044
32 O 0.979 -1.987 -4.417
33 C 1.409 -1.642 -3.213
34 O 1.121 -0.532 -2.795
35 N 2.311 -2.439 -2.515
36 N 2.737 -1.888 -1.300
37 H 1.169 -3.105 -6.118
38 H 0.740 -4.039 -4.673
39 H 2.379 -3.491 -4.834
40 H 2.277 -3.458 -2.533
41 H 3.743 -1.881 -1.182
42 H 2.304 -2.294 -0.480
43 N 0.108 1.254 -0.403
44 S -1.076 1.655 0.357
45 N -2.382 0.709 0.435
46 S -2.530 -0.505 1.412
47 N -1.519 -1.588 1.692
48 S -0.467 -2.276 0.643
49 N 0.402 -1.471 -0.189
50 C 0.220 -3.443 1.731
51 C 0.116 -3.320 3.123
52 C 0.921 -4.124 3.915
53 C 1.819 -5.066 3.297
54 C 1.898 -5.189 1.906
55 C 1.099 -4.380 1.137
56 C -1.477 -3.374 -0.391
57 C -1.396 -3.310 -1.801
58 C -2.143 -4.183 -2.571
59 C -3.062 -5.064 -1.985
60 C -3.092 -5.085 -0.604
61 C -2.345 -4.237 0.188
62 C -2.917 0.132 3.016
63 C -4.195 0.631 3.287
64 C -4.543 0.781 4.622
65 C -3.656 0.450 5.618
66 C -2.377 0.021 5.326
67 C -1.994 -0.162 4.034
68 C -4.035 -1.360 0.793
69 C -4.291 -1.289 -0.571
70 C -5.342 -2.035 -1.030
71 C -6.147 -2.761 -0.176
72 C -5.845 -2.757 1.177
73 C -4.753 -2.067 1.731
74 C -0.755 2.236 2.009
75 C 0.421 1.816 2.594
76 C 0.655 2.199 3.909
77 C -0.219 3.044 4.561
78 C -1.402 3.485 3.958
79 C -1.728 2.988 2.695
80 C -1.758 3.067 -0.431
81 C -0.971 4.212 -0.292
82 C -1.278 5.318 -1.037
83 C -2.440 5.331 -1.768
84 C -3.266 4.211 -1.846
85 C -2.863 3.043 -1.167
86 H -0.628 -2.628 3.518
87 H 0.749 -4.095 5.013
88 H 2.405 -5.724 3.891
89 H 2.622 -5.885 1.439
90 H 1.174 -4.388 0.057
91 H -0.788 -2.536 -2.303
92 H -2.108 -4.109 -3.678
93 H -3.694 -5.660 -2.639
94 H -3.753 -5.801 -0.155
95 H -2.501 -4.348 1.238
96 H -4.883 0.956 2.455
97 H -5.563 1.156 4.842
98 H -3.923 0.589 6.648
99 H -1.672 -0.049 6.157
100 H -1.031 -0.597 3.804
101 H -3.662 -0.677 -1.238
102 H -5.512 -2.013 -2.133
103 H -7.007 -3.304 -0.635
104 H -6.477 -3.345 1.808
105 H -4.469 -2.190 2.784
106 H 1.102 1.102 2.152
107 H 1.619 1.977 4.352
108 H -0.045 3.392 5.585
109 H -2.073 4.191 4.368
110 H -2.677 3.241 2.245
111 H -0.137 4.181 0.390
112 H -0.691 6.236 -0.922
113 H -2.696 6.234 -2.293
114 H -4.230 4.143 -2.386
115 H -3.463 2.135 -1.255
116 Se 3.352 -0.121 1.264
117 C 3.652 -1.962 1.484
118 N 3.929 -3.094 1.475

Atoms 1-3, force components in eV/Å:
Ti 0.12 -0.06 -0.06
C -0.35 -1.09 0.27
N 0.57 0.63 0.36

A structure of composition C26H56MnN2O3P2, computed with ωB97M-V with the def2-TZVPD basis set.

E_HOMO (alpha / beta) = -21.55 / -21.24 eV
frontier orbital gap (alpha / beta) = 6.12 / 5.37 eV
charge = +4
spin multiplicity = 4
<S²> = 3.873

CARTESIAN COORDINATES (ANGSTROEM)
1 Mn -0.744 -0.419 -0.157
2 C -2.378 -0.431 -0.689
3 O -3.484 -0.227 -1.104
4 C -0.389 -2.097 0.408
5 O -0.073 -3.160 0.827
6 P 0.408 -0.688 -2.189
7 C 2.245 -1.150 -2.346
8 H 2.359 -1.516 -3.379
9 C -0.416 -2.113 -3.111
10 H -0.592 -2.799 -2.271
11 C 0.323 0.800 -3.334
12 H 0.987 1.528 -2.838
13 C -1.639 2.235 2.042
14 P -0.896 0.504 1.991
15 H -0.016 0.725 4.240
16 H -0.794 2.849 1.687
17 C -2.077 -0.455 3.119
18 H -2.437 0.307 3.827
19 C -1.761 -1.770 -3.745
20 H -1.661 -1.194 -4.679
21 H -2.444 -1.239 -3.072
22 H -2.248 -2.721 -4.018
23 C 0.421 -2.864 -4.144
24 H -0.204 -3.651 -4.604
25 H 1.280 -3.377 -3.697
26 H 0.768 -2.203 -4.954
27 C 0.850 0.553 -4.745
28 H 1.859 0.126 -4.763
29 H 0.904 1.513 -5.281
30 H 0.178 -0.088 -5.332
31 C -1.077 1.407 -3.384
32 H -1.004 2.433 -3.780
33 H -1.546 1.455 -2.392
34 H -1.746 0.834 -4.042
35 C 3.172 0.053 -2.192
36 H 3.274 0.651 -3.108
37 H 4.188 -0.269 -1.914
38 H 2.775 0.731 -1.426
39 C 2.652 -2.291 -1.409
40 H 2.642 -1.982 -0.359
41 H 3.674 -2.632 -1.644
42 H 1.981 -3.149 -1.514
43 C -2.078 2.757 3.419
44 H -1.398 2.518 4.244
45 H -3.082 2.400 3.691
46 H -2.151 3.856 3.377
47 C -2.781 2.403 1.045
48 H -3.649 1.781 1.311
49 C 1.551 -0.332 3.241
50 H -2.482 2.148 0.020
51 H -3.105 3.456 1.053
52 C 1.166 2.129 3.176
53 H 2.291 -0.139 2.453
54 H 2.128 -0.386 4.175
55 H 1.115 -1.316 3.048
56 C 0.494 0.764 3.266
57 H 2.064 2.151 3.811
58 H 0.524 2.950 3.510
59 H 1.470 2.343 2.142
60 C -1.418 -1.602 3.894
61 H -0.996 -2.338 3.191
62 H -2.185 -2.116 4.495
63 H -0.629 -1.284 4.587
64 C -3.272 -1.016 2.351
65 H -3.742 -0.293 1.677
66 H -4.034 -1.367 3.062
67 H -2.968 -1.884 1.749
68 H 2.052 -0.366 1.013
69 H 2.184 -0.455 0.310
70 C 3.803 1.600 0.724
71 N 3.327 2.951 0.476
72 C 4.100 4.072 0.972
73 C 3.913 5.268 0.054
74 C 2.455 5.599 -0.008
75 N 1.633 4.410 -0.195
76 C 0.249 4.617 -0.585
77 C 2.083 3.115 -0.072
78 O 1.380 2.115 -0.398
79 H 4.260 1.587 1.715
80 H 4.516 1.268 -0.042
81 H 2.959 0.934 0.672
82 H 3.796 4.315 2.016
83 H 5.139 3.713 0.968
84 H 4.290 5.036 -0.952
85 H 4.501 6.129 0.403
86 H 2.272 6.283 -0.838
87 H 2.139 6.071 0.933
88 H -0.306 5.179 0.182
89 H 0.225 5.197 -1.518
90 H -0.239 3.650 -0.724

Atoms 1-3, force components in eV/Å:
Mn 5.35 4.02 0.52
C -11.61 0.76 -4.02
O 7.24 -1.48 2.85

A structure of composition C22H30BrF6N5O2SbSr, computed with ωB97M-V with the def2-TZVPD basis set.

E_HOMO (alpha / beta) = -13.61 / -13.61 eV
frontier orbital gap (alpha / beta) = 7.32 / 5.53 eV
charge = +2
spin multiplicity = 2
energy above the lowest of the compared OMol25 structures with the same formula, charge and spin = 0.0 kcal/mol
<S²> = 0.810

CARTESIAN COORDINATES (ANGSTROEM)
1 Sr -0.629 -0.917 -0.240
2 O 3.793 0.765 -3.072
3 C 3.058 1.907 -3.291
4 C 3.575 3.013 -3.946
5 C 2.775 4.127 -4.144
6 C 1.461 4.133 -3.697
7 C 0.962 3.018 -3.040
8 C 1.754 1.902 -2.810
9 C 1.166 0.649 -2.169
10 O -0.031 0.783 -1.606
11 N 2.190 0.171 -1.105
12 N 1.862 0.189 0.137
13 C 2.746 -0.184 1.054
14 C 2.404 -0.231 2.410
15 Br 0.733 0.521 2.896
16 C 3.330 -0.774 3.294
17 C 3.370 -1.128 4.667
18 C 2.264 -1.380 5.518
19 C 2.470 -1.763 6.822
20 C 3.766 -1.896 7.322
21 C 4.869 -1.678 6.504
22 C 4.673 -1.324 5.190
23 H 4.621 0.795 -3.567
24 H 4.599 3.000 -4.307
25 H 3.177 4.986 -4.666
26 H 0.827 4.989 -3.889
27 H -0.079 2.964 -2.759
28 H 1.225 -0.165 -2.911
29 H 3.141 -0.019 -1.435
30 H 3.738 -0.521 0.759
31 H 4.273 -0.972 2.787
32 H 1.259 -1.328 5.145
33 H 1.623 -1.977 7.461
34 H 3.912 -2.193 8.354
35 H 5.871 -1.803 6.893
36 H 5.527 -1.177 4.538
37 N -3.022 2.286 -1.645
38 C -3.961 2.983 -0.739
39 C -4.600 2.003 0.246
40 C -3.670 1.414 1.311
41 N -2.874 0.247 0.793
42 C -2.758 2.484 1.914
43 C -2.141 3.469 0.929
44 N -1.107 2.798 0.062
45 C -3.184 4.068 -0.001
46 H -3.434 1.423 -1.983
47 H -1.595 2.307 -0.737
48 H -2.854 2.846 -2.476
49 H -4.772 3.469 -1.286
50 H -5.092 1.189 -0.297
51 H -5.404 2.536 0.759
52 H -4.303 1.047 2.119
53 H -3.506 -0.324 0.230
54 H -2.694 -0.351 1.603
55 H -1.981 2.012 2.524
56 H -3.351 3.088 2.606
57 H -1.629 4.255 1.483
58 H -0.525 2.122 0.554
59 H -0.471 3.472 -0.363
60 H -2.708 4.749 -0.714
61 H -3.868 4.677 0.593
62 F -1.992 -2.768 -0.229
63 Sb -0.418 -3.900 0.056
64 F -1.293 -4.719 1.466
65 F 0.138 -2.462 1.275
66 F 1.237 -4.689 0.323
67 F 0.373 -2.715 -1.279
68 F -0.999 -5.047 -1.268

Atoms 1-3, force components in eV/Å:
Sr -0.61 3.10 0.04
O 0.25 -0.03 -0.16
C 0.00 0.15 0.00

A cluster of 5 separate species, C22H35BBrF4NO15P in total, computed with ωB97M-V with the def2-TZVPD basis set.

E_HOMO = -12.00 eV
frontier orbital gap = 9.23 eV
charge = +1

CARTESIAN COORDINATES (ANGSTROEM)
1 C 2.576 1.203 0.055
2 C 2.741 1.034 -1.458
3 P 1.275 1.649 -2.353
4 C 0.539 3.067 -1.515
5 C -0.791 3.411 -2.232
6 C -2.017 3.034 -1.413
7 C -3.294 3.116 -2.243
8 C -3.659 1.784 -2.858
9 O -3.952 0.884 -1.811
10 C -3.904 -0.481 -2.178
11 C 1.832 2.288 -3.972
12 C 1.400 1.447 -5.149
13 O 1.726 0.293 -5.340
14 Br 0.252 2.389 -6.408
15 B -0.028 0.204 -2.411
16 N -0.493 -0.411 -3.610
17 O -0.535 -0.203 -1.220
18 H 3.305 1.877 0.474
19 H 2.697 0.234 0.523
20 H 1.589 1.530 0.344
21 H 3.629 1.504 -1.864
22 H 2.830 -0.022 -1.700
23 H 0.323 2.829 -0.480
24 H 1.242 3.892 -1.552
25 H -0.796 4.469 -2.466
26 H -0.870 2.902 -3.200
27 H -1.923 2.051 -0.963
28 H -2.108 3.755 -0.604
29 H -4.121 3.448 -1.624
30 H -3.188 3.855 -3.035
31 H -4.513 1.875 -3.528
32 H -2.803 1.415 -3.436
33 H -3.064 -0.969 -1.689
34 H -4.839 -0.953 -1.895
35 H -3.800 -0.606 -3.255
36 H 2.919 2.298 -3.977
37 H 1.510 3.315 -4.089
38 H 0.222 -0.967 -4.065
39 H -1.240 -1.053 -3.360
40 H -0.245 0.306 -0.449
41 C 0.964 -4.597 -4.137
42 C -0.199 -4.275 -3.225
43 O -0.350 -5.465 -2.487
44 C 0.878 -6.072 -2.427
45 O 1.165 -6.937 -1.682
46 O 1.716 -5.512 -3.337
47 F -1.340 -4.023 -3.917
48 H 0.628 -5.091 -5.048
49 H 1.566 -3.730 -4.398
50 H -0.021 -3.446 -2.532
51 C 6.485 4.411 2.393
52 C 5.793 3.144 2.847
53 O 4.437 3.404 2.503
54 C 4.442 4.265 1.452
55 O 3.503 4.490 0.763
56 O 5.660 4.817 1.290
57 F 5.888 2.955 4.179
58 H 6.459 5.176 3.168
59 H 7.510 4.254 2.071
60 H 6.124 2.238 2.336
61 C -0.951 -2.995 1.933
62 C -1.141 -2.471 3.339
63 O -0.293 -1.319 3.340
64 C -0.235 -0.861 2.080
65 O 0.176 0.219 1.775
66 O -0.695 -1.778 1.205
67 F -0.693 -3.348 4.263
68 H -0.083 -3.652 1.857
69 H -1.825 -3.505 1.541
70 H -2.157 -2.172 3.588
71 C -3.136 -3.897 8.020
72 C -3.878 -2.664 8.485
73 O -3.441 -1.683 7.553
74 C -3.118 -2.325 6.407
75 O -2.951 -1.789 5.359
76 O -3.017 -3.652 6.610
77 F -3.520 -2.288 9.732
78 H -2.141 -3.953 8.463
79 H -3.670 -4.823 8.208
80 H -4.965 -2.742 8.436

Atoms 1-3, force components in eV/Å:
C 0.18 -0.60 0.02
C -0.30 -0.04 -0.12
P 0.77 0.20 0.25

A cluster of 3 separate species, C4H13O4 in total, computed with ωB97M-V with the def2-TZVPD basis set.

E_HOMO = -3.86 eV
frontier orbital gap = 7.78 eV
charge = -1
energy above the lowest of the compared OMol25 structures with the same formula, charge and spin = 24.8 kcal/mol

CARTESIAN COORDINATES (ANGSTROEM)
1 C 0.985 0.613 1.032
2 C 2.210 0.572 0.090
3 C 1.913 -0.353 -1.102
4 O 0.857 0.170 -1.866
5 C -0.357 1.166 0.429
6 O -1.190 0.133 0.063
7 H 0.914 -0.407 1.421
8 H 1.247 1.059 2.016
9 H 3.087 0.280 0.694
10 H 2.534 1.524 -0.340
11 H 1.828 -1.416 -0.865
12 H 2.763 -0.380 -1.819
13 H 0.025 -0.189 -1.507
14 H -0.776 1.716 1.310
15 H -0.226 1.818 -0.445
16 H -1.921 -0.944 1.168
17 H -2.146 -2.322 0.696
18 O -1.898 -1.882 1.522
19 H -3.878 -0.411 -0.343
20 H -2.512 -0.340 -0.959
21 O -3.457 -0.407 -1.197

Atoms 1-3, force components in eV/Å:
C 1.06 0.37 0.22
C -0.03 -0.35 0.26
C 1.56 0.35 -0.80

A cluster of 2 separate species, C4H13N2O in total, computed with ωB97M-V with the def2-TZVPD basis set.

E_HOMO = -13.26 eV
frontier orbital gap = 10.36 eV
charge = +1
energy above the lowest of the compared OMol25 structures with the same formula, charge and spin = 40.2 kcal/mol

CARTESIAN COORDINATES (ANGSTROEM)
1 C -0.063 1.266 -0.035
2 C 0.367 0.375 1.129
3 C -0.610 -0.746 1.418
4 C -0.715 -1.126 2.671
5 N -0.765 -1.704 0.321
6 N -0.392 0.400 -1.237
7 H 0.620 1.996 -0.431
8 H -0.974 1.817 0.187
9 H 1.381 0.000 0.948
10 H 0.355 1.025 1.983
11 H -0.207 -0.519 3.399
12 H -1.243 -2.017 2.933
13 H 2.517 1.419 -2.506
14 H -1.612 -2.269 0.450
15 H 0.022 -2.345 0.339
16 H -1.252 0.636 -1.702
17 H -0.501 -0.576 -0.912
18 H 0.350 0.447 -1.946
19 H 1.888 1.031 -3.836
20 O 1.690 1.186 -2.927

Atoms 1-3, force components in eV/Å:
C -0.99 -0.42 -0.87
C -0.57 0.76 -1.01
C 2.41 -1.08 -0.41

An isolated molecule of C2H2Cl2O2, computed with ωB97M-V with the def2-TZVPD basis set.

E_HOMO (alpha / beta) = -8.43 / -8.56 eV
frontier orbital gap (alpha / beta) = 7.94 / 8.16 eV
charge = 0
energy above the lowest of the compared OMol25 structures with the same formula, charge and spin = 161.1 kcal/mol
structure (SMILES) = OOC=C(Cl)Cl

CARTESIAN COORDINATES (ANGSTROEM)
1 C -0.083 0.670 0.205
2 C 1.463 0.192 -0.245
3 O -1.968 -0.499 -0.272
4 O -0.841 -0.309 0.651
5 Cl 2.687 1.350 -0.277
6 Cl 1.921 -1.417 0.088
7 H -0.673 1.351 -0.298
8 H -2.506 -1.337 0.148

Atoms 1-3, force components in eV/Å:
C 5.43 -3.69 -0.90
C -5.79 1.63 1.69
O -2.03 -2.62 1.02

A cluster of 3 separate species, C17H39N6O2P in total, computed with ωB97M-V with the def2-TZVPD basis set.

E_HOMO = -8.88 eV
frontier orbital gap = 9.42 eV
charge = 0
structure (SMILES) = CC(C)CC[C@H](C#N)[C@@](N)(C#N)[PH2]=N.COC[C@@H](C)N.COC[C@@H](C)N

CARTESIAN COORDINATES (ANGSTROEM)
1 C 2.650 0.024 0.949
2 C 2.465 0.285 -0.561
3 C 3.583 -0.369 -1.373
4 C 1.103 -0.197 -1.062
5 C -0.065 0.620 -0.516
6 C -1.431 -0.055 -0.738
7 C -2.479 0.928 -1.019
8 N -3.304 1.689 -1.251
9 C -1.882 -1.015 0.428
10 N -0.844 -1.670 1.189
11 C -2.802 -0.347 1.356
12 N -3.517 0.165 2.087
13 P -2.776 -2.443 -0.354
14 N -1.773 -3.415 -1.050
15 H 2.591 0.941 1.539
16 H 3.635 -0.413 1.138
17 H 1.905 -0.672 1.345
18 H 2.506 1.369 -0.731
19 H 3.623 0.015 -2.395
20 H 4.549 -0.208 -0.892
21 H 3.401 -1.448 -1.436
22 H 0.980 -1.259 -0.821
23 H 1.077 -0.133 -2.157
24 H 0.074 0.850 0.546
25 H -0.088 1.586 -1.028
26 H -1.346 -0.669 -1.645
27 H -0.319 -2.323 0.619
28 H -0.242 -1.032 1.690
29 H -3.756 -1.796 -1.129
30 H -3.471 -2.953 0.750
31 H -1.901 -3.493 -2.051
32 C -7.695 3.960 0.543
33 C -8.903 3.381 -0.187
34 C -8.783 1.891 -0.523
35 O -7.888 1.589 -1.572
36 C -6.526 1.493 -1.196
37 N -9.195 4.207 -1.360
38 H -6.871 4.149 -0.145
39 H -7.961 4.912 1.000
40 H -7.339 3.286 1.324
41 H -9.765 3.461 0.484
42 H -9.761 1.541 -0.866
43 H -8.516 1.318 0.377
44 H -6.423 1.024 -0.211
45 H -6.026 2.462 -1.176
46 H -6.026 0.873 -1.938
47 H -10.079 3.924 -1.771
48 H -8.492 4.016 -2.068
49 C 6.939 -2.996 1.542
50 C 6.775 -1.647 0.849
51 C 8.004 -1.185 0.063
52 O 9.082 -0.743 0.861
53 C 9.941 -1.758 1.340
54 N 6.325 -0.658 1.834
55 H 7.523 -2.902 2.458
56 H 5.963 -3.391 1.821
57 H 7.431 -3.721 0.891
58 H 5.973 -1.756 0.111
59 H 7.718 -0.319 -0.540
60 H 8.341 -1.974 -0.624
61 H 10.087 -2.539 0.585
62 H 9.569 -2.222 2.256
63 H 10.903 -1.292 1.552
64 H 6.087 0.209 1.362
65 H 7.117 -0.423 2.427

Atoms 1-3, force components in eV/Å:
C 0.14 0.03 -0.08
C -0.04 0.09 0.06
C -0.23 -0.11 0.02

Number 1: calculated total energy -7136.00928 a.u., maximum force 3.92 eV Å⁻¹. Number 2: calculated total energy -3191.45179 a.u., maximum force 12.30 eV Å⁻¹. Number 3: calculated total energy -4724.43706 a.u., maximum force 3.16 eV Å⁻¹. Number 4: calculated total energy -5382.25819 a.u., maximum force 2.58 eV Å⁻¹. Number 5: calculated total energy -461.17308 a.u., maximum force 1.79 eV Å⁻¹. Number 6: calculated total energy -344.70274 a.u., maximum force 2.67 eV Å⁻¹. Number 7: calculated total energy -1148.04965 a.u., maximum force 6.62 eV Å⁻¹. Number 8: calculated total energy -1491.40749 a.u., maximum force 0.50 eV Å⁻¹.